Density functional theory data (wB97M-V/def2-TZVPD) for a 2-piece molecular cluster, C5H9NO overall.

As for the total charge: 0. The calculation puts the total energy at -8865.642 eV. The multiplicity is 1. For the energy above the lowest of the compared OMol25 structures with the same formula, charge and spin, the calculation gives 3.571 eV. The SMILES is CC1(C)C=N1.C=O. The HOMO energy comes out at -9.61 eV. The calculation puts the max |F| at 0.7 eV/A. The value obtained for the HOMO-LUMO gap is 10.1 eV.

Last column: Löwdin charge in e.
Element x y z (Å)
C: -1.33837 -0.12176 -0.96799  -0.054
C: -0.51581 -1.14741 1.22321  -0.051
H: -2.38196 -0.45515 -0.91741  0.082
H: -0.06910 -0.91207 2.19377  0.078
H: -0.75709 -0.89519 -1.48113  0.070
C: 2.36193 0.34954 -0.95952  -0.133
O: 1.92946 -0.77363 -1.03042  -0.005
H: -1.44266 -1.70694 1.39982  0.082
H: 0.60367 2.09500 0.85421  0.101
H: 2.57556 0.95307 -1.85960  0.086
H: -1.30393 0.79023 -1.57203  0.077
H: 0.17771 -1.78929 0.66991  0.068
C: -0.79919 0.11029 0.43011  -0.539
H: 2.56897 0.84087 0.00901  0.077
N: -1.39986 1.28312 1.19909  0.178
C: -0.20932 1.37931 0.80896  -0.116

***

Density functional theory data (wB97M-V/def2-TZVPD) for C23H24N6O2Rh as an isolated structure.

As for the total charge: +1. The calculation puts the total energy at -40279.104 eV. The multiplicity is 1. For the energy above the lowest of the compared OMol25 structures with the same formula, charge and spin, the calculation gives 0.000 eV. The HOMO energy comes out at -11.34 eV. The calculation puts the max |F| at 0.9 eV/A. The value obtained for the HOMO-LUMO gap is 7.5 eV.

Last column: Löwdin charge in e.
Element x y z (Å)
C: 1.30151 -2.46953 -0.50720  -0.096
H: -4.15642 0.07239 0.06464  0.122
H: 2.53535 4.73677 -1.72294  0.113
H: 2.33665 -2.23442 -0.32441  0.147
N: -0.80532 -2.30886 -0.85402  -0.014
C: -3.05723 3.72175 0.63711  -0.017
C: -0.87449 3.33215 -0.52970  -0.181
N: -1.71503 0.61367 -0.85013  0.019
C: 0.96955 -5.53310 -2.99447  -0.070
H: 1.42449 -5.89251 -3.91666  0.086
H: -1.66959 5.22739 -1.13443  0.117
H: 0.17767 -6.22746 -2.71248  0.084
C: -0.89463 1.57543 3.85563  -0.013
H: -2.09328 -0.33408 -0.83884  0.080
H: -2.74301 4.74069 0.82125  0.122
H: 0.38487 1.68855 5.57598  0.124
C: 3.15783 -4.47556 -2.31502  -0.072
H: -5.64750 1.63428 1.27631  0.113
C: 0.43815 5.13089 -1.48639  -0.063
C: 2.50599 0.46388 1.59657  -0.574
O: 2.21399 0.38099 0.33703  -0.160
C: 1.49888 3.05923 -0.88900  -0.084
C: -4.28427 3.28610 1.11292  -0.058
O: 3.59430 0.32102 2.09717  0.110
C: -2.62594 1.54300 -0.22996  -0.271
C: 2.02476 -5.40934 -1.90114  -0.409
H: 2.39794 2.45901 -0.81085  0.098
C: -0.77480 4.62339 -1.05151  -0.029
C: -3.85584 1.10049 0.22977  -0.028
H: -4.92560 3.97225 1.64933  0.113
C: -4.68978 1.97555 0.90857  -0.063
H: 0.62041 -5.69748 -0.26586  0.133
H: 2.45003 -6.39993 -1.71477  0.143
N: 0.13817 0.99061 1.80093  0.004
C: 1.44438 1.13716 3.79092  0.035
N: -0.54717 -3.55725 -0.82405  0.091
H: 2.15769 -4.97060 0.22668  0.135
C: 0.27882 2.53617 -0.47760  -0.179
C: 1.32291 0.89524 2.44044  -0.140
H: 3.68193 -4.88191 -3.17889  0.088
C: 1.40557 -5.00397 -0.56117  -0.094
H: 0.48984 6.13128 -1.89349  0.112
C: 0.31882 1.49060 4.51490  -0.012
C: -2.19764 2.86277 -0.04552  -0.154
H: 2.77880 -3.49315 -2.60833  0.075
H: 3.88950 -4.34260 -1.51556  0.084
H: -1.80196 1.84007 4.37903  0.121
H: -1.62283 0.86022 -1.83824  0.139
Rh: 0.27789 0.59611 -0.14158  1.123
H: -1.88470 1.38242 1.95932  0.099
N: 0.32358 -1.60206 -0.65591  -0.062
C: 1.57904 4.34896 -1.39805  -0.065
N: 0.76905 -3.68658 -0.60676  -0.078
H: 2.42455 1.03424 4.23505  0.136
H: 0.50858 -4.56694 -3.21182  0.074
C: -0.95449 1.32259 2.49722  -0.053

***

Density functional theory data (wB97M-V/def2-TZVPD) for one molecule with the formula C16H17N5O2S at a distorted geometry.

As for the total charge: 0. The calculation puts the total energy at -39247.414 eV. The multiplicity is 1. For the energy above the lowest of the compared OMol25 structures with the same formula, charge and spin, the calculation gives 1.537 eV. The SMILES is Cc1cc(S(=O)(=O)NCCc2ccccc2)ccc1-n1cnnn1. The HOMO energy comes out at -9.24 eV. The calculation puts the max |F| at 1.5 eV/A. The value obtained for the HOMO-LUMO gap is 9.2 eV.

Last column: Löwdin charge in e.
Element x y z (Å)
H: -2.42116 1.88927 -0.70983  0.104
H: 0.99767 -1.63433 2.39133  0.117
H: -0.71018 2.00118 -2.48918  0.105
C: 3.35466 0.75850 0.94744  -0.228
C: -0.41277 1.98200 -1.45065  -0.090
H: 2.91280 2.79680 1.43468  0.120
H: 4.39495 0.86238 1.27909  0.125
S: 2.84477 -1.74375 0.19137  0.650
C: 0.37217 -1.50309 -0.92184  -0.008
C: -1.37141 1.91418 -0.45538  -0.103
C: 1.06502 -1.60407 0.26433  -0.259
N: -5.18671 -1.07180 0.21022  0.026
H: -4.02318 -2.29226 -1.06985  0.121
C: 1.32931 2.04517 0.21086  -0.243
C: -1.73036 -1.21201 -2.23704  -0.037
C: 0.92921 2.04234 -1.11793  -0.046
H: 3.94152 -0.08501 -0.87269  0.118
O: 3.32901 -2.12244 1.48762  -0.283
N: -3.03550 -1.06362 0.40712  -0.043
H: -1.04634 -0.85573 -3.00214  0.085
H: -2.11059 -2.18189 -2.55885  0.088
C: 0.42318 -1.53927 1.48451  -0.044
H: -1.73145 1.82742 1.64924  0.098
H: -2.56691 -0.51991 -2.16713  0.077
C: -4.08743 -1.57353 -0.28368  -0.133
H: 1.67368 2.10360 -1.89837  0.112
N: -3.56209 -0.24315 1.33132  0.053
H: 3.35339 2.53871 -0.26142  0.114
H: -1.48856 -1.29595 2.43388  0.120
C: -0.98339 1.89153 0.87343  -0.089
C: -1.65226 -1.27422 0.30725  -0.169
C: 0.35867 1.95584 1.20126  -0.040
C: 2.78421 2.13392 0.57699  -0.134
C: -0.94668 -1.36835 1.50368  0.004
N: -4.81524 -0.25761 1.19088  -0.038
N: 3.23872 -0.16542 -0.15679  -0.127
O: 3.22066 -2.51729 -0.95375  -0.286
H: 0.92730 -1.55833 -1.84450  0.128
C: -1.00731 -1.33695 -0.93278  -0.191
H: 2.78120 0.32352 1.76747  0.108
H: 0.65740 1.95363 2.23986  0.119

***

Density functional theory data (wB97M-V/def2-TZVPD) for C6H9NO2 as an isolated structure at a distorted geometry.

As for the total charge: 0. The calculation puts the total energy at -11945.096 eV. The multiplicity is 1. For the energy above the lowest of the compared OMol25 structures with the same formula, charge and spin, the calculation gives 8.223 eV. The HOMO energy comes out at -9.58 eV. The calculation puts the max |F| at 8.0 eV/A. The value obtained for the HOMO-LUMO gap is 9.6 eV.

Last column: Löwdin charge in e.
Element x y z (Å)
H: 0.87227 0.04513 -2.54403  0.131
H: 0.86181 -1.31679 -1.43366  0.157
H: -1.26535 -1.66950 0.73978  0.106
H: 0.51806 -2.75177 2.36614  0.062
H: 1.74624 -1.31156 1.90006  0.059
O: -1.90455 0.37530 -1.45836  -0.073
O: -0.78257 1.02738 1.37312  -0.090
H: -2.81289 0.18274 -0.51384  0.319
C: 0.75499 -1.79805 1.81240  0.043
C: 0.46576 1.71909 -0.93535  -0.007
C: 0.54860 -0.17950 -1.49056  -0.217
C: -0.58292 0.57579 -1.06573  -0.510
N: 1.15751 0.41133 -0.27891  0.080
H: 0.86811 2.10663 -1.91417  0.127
C: -0.26768 -1.26203 0.97395  -0.077
C: -0.26867 0.09742 0.33539  -0.443
H: -0.12970 1.27529 2.22816  0.205
H: 0.22098 2.47310 -0.09442  0.127

***

Density functional theory data (wB97M-V/def2-TZVPD) for C2H4N2S3 as an isolated structure at a distorted geometry.

As for the total charge: 0. The calculation puts the total energy at -37620.010 eV. The multiplicity is 1. For the energy above the lowest of the compared OMol25 structures with the same formula, charge and spin, the calculation gives 4.414 eV. The HOMO energy (spin up / spin down) comes out at -7.22 / -7.22 eV. The calculation puts the max |F| at 2.5 eV/A. The value obtained for the HOMO-LUMO gap (spin up / spin down) is 7.2 / 7.2 eV.

Last column: Löwdin charge in e.
Element x y z (Å)
H: -1.85149 1.50407 -0.31235  0.080
S: -1.78524 -0.79012 0.08125  0.836
C: -1.10318 0.91134 0.24448  -0.654
H: -1.00646 1.06136 1.29056  0.044
H: 1.89249 1.90044 -1.04321  -0.125
N: 0.06820 1.03852 -0.46558  -0.592
S: 1.44994 1.55696 0.11644  0.684
H: -0.49769 -2.89728 0.13699  0.111
C: 0.86332 -1.40991 -0.11241  -0.770
N: -0.35343 -1.91438 -0.17241  -0.316
S: 2.32355 -0.96099 0.23623  0.701

***

Density functional theory data (wB97M-V/def2-TZVPD) for a 2-piece molecular cluster, C4H3N3 overall at a distorted geometry.

As for the total charge: 0. The calculation puts the total energy at -8661.191 eV. The multiplicity is 1. For the energy above the lowest of the compared OMol25 structures with the same formula, charge and spin, the calculation gives 5.220 eV. The HOMO energy comes out at -10.68 eV. The calculation puts the max |F| at 1.0 eV/A. The value obtained for the HOMO-LUMO gap is 11.3 eV.

Last column: Löwdin charge in e.
Element x y z (Å)
H: -2.23515 -1.07671 -0.40370  0.033
C: -1.96601 1.10795 0.17207  -0.001
C: 0.69373 -1.30319 -0.00307  -0.292
H: 0.34083 0.66887 -0.01432  0.104
N: 2.31724 0.32784 -0.00307  -0.108
C: 3.45274 0.60414 -0.13641  0.044
N: 0.34048 -2.39342 -0.17043  0.164
N: 1.04347 -0.02182 0.23860  0.020
C: -2.11458 -0.04678 -0.13903  0.003
H: -1.87276 2.13312 0.45935  0.033